Entry from OMol25: a structure of composition C31H88O23S13 (wB97M-V/def2-TZVPD).

CARTESIAN COORDINATES (ANGSTROEM)
O: 22.5023 -19.8283 18.0338
S: 21.2860 -20.5990 18.1427
O: 20.2331 -20.4485 17.1456
O: 21.7086 -22.1567 18.1505
C: 20.7166 -23.2107 18.2192
C: 20.9855 -23.9191 19.5555
C: 20.4462 -20.4514 19.7278
H: 20.8460 -23.8985 17.3848
H: 19.7263 -22.7589 18.1655
H: 20.8502 -23.1644 20.3361
H: 21.9612 -24.3788 19.6734
H: 20.1759 -24.6213 19.7586
H: 20.1321 -19.4136 19.8156
H: 21.1525 -20.8228 20.4680
H: 19.5526 -21.0689 19.8069
O: 24.4107 -27.8900 17.2645
S: 23.9729 -26.8864 18.2117
O: 22.7122 -27.0791 18.8810
O: 25.1368 -26.6951 19.3445
C: 25.2843 -27.6885 20.3526
C: 26.2553 -28.7525 19.9147
C: 24.0652 -25.2125 17.5349
H: 24.3133 -28.1580 20.5422
H: 25.6316 -27.2211 21.2744
H: 26.4575 -29.4957 20.6872
H: 27.2629 -28.3264 19.8347
H: 25.9954 -29.0703 18.9071
H: 23.8307 -24.4810 18.3063
H: 23.4100 -25.1326 16.6736
H: 25.0987 -25.0338 17.2404
O: 22.9093 -25.0876 24.3032
S: 21.5338 -25.4234 24.0479
O: 20.5334 -24.3869 24.1421
O: 21.3790 -26.0300 22.5340
C: 20.1105 -26.5282 22.1086
C: 20.2010 -27.9711 21.6942
C: 21.1833 -26.8462 25.1292
H: 19.7008 -25.8005 21.4131
H: 19.4661 -26.5545 22.9981
H: 19.2152 -28.2975 21.3555
H: 20.5758 -28.6979 22.4130
H: 20.8743 -28.0411 20.8385
H: 22.0633 -27.4667 25.2547
H: 20.3249 -27.4338 24.7929
H: 20.7539 -26.5285 26.0809
O: 15.0355 -20.9809 15.1554
S: 16.1738 -21.3312 15.9437
O: 15.9883 -21.8770 17.2538
O: 17.0712 -22.3431 15.0533
C: 18.2136 -22.9180 15.7217
C: 18.6523 -24.0699 14.8552
C: 17.2890 -19.8947 16.0527
H: 17.8524 -23.2934 16.6801
H: 19.0043 -22.1724 15.8243
H: 18.1649 -25.0228 15.0608
H: 19.7206 -24.2745 14.9465
H: 18.5130 -23.8850 13.7885
H: 17.9511 -20.0448 16.9059
H: 16.7861 -18.9339 16.1100
H: 17.9633 -19.8852 15.1962
O: 21.1468 -26.3104 16.3992
S: 19.9814 -26.8648 17.0386
O: 19.2354 -26.1955 18.0645
O: 18.9788 -27.3198 15.8236
C: 19.5930 -27.9980 14.6696
C: 18.5294 -29.0024 14.2681
C: 20.3724 -28.5210 17.6257
H: 20.5564 -28.4029 14.9645
H: 19.6427 -27.1789 13.9530
H: 18.4079 -29.7278 15.0716
H: 18.7960 -29.4810 13.3241
H: 17.5669 -28.5295 14.0797
H: 21.1827 -28.9222 17.0145
H: 19.4871 -29.1068 17.3953
H: 20.7949 -28.4883 18.6226
C: 21.5312 -18.2244 14.7672
S: 23.2724 -18.1473 15.3358
O: 24.1122 -18.5238 14.1675
C: 23.3237 -16.3368 15.5680
H: 21.4444 -19.2361 14.3805
H: 21.4213 -17.4634 13.9962
H: 20.8503 -18.0296 15.5945
H: 24.3621 -16.0343 15.7222
H: 22.6920 -15.9374 16.3595
H: 23.1246 -15.8046 14.6318
C: 26.2774 -21.8493 17.4066
S: 26.8612 -20.3626 16.5030
O: 26.1379 -20.1942 15.1873
C: 26.2992 -19.0905 17.6922
H: 26.3872 -22.6894 16.7211
H: 25.2358 -21.9023 17.7282
H: 26.9166 -21.8749 18.2840
H: 26.6932 -19.3847 18.6675
H: 25.2168 -18.9632 17.7585
H: 26.7000 -18.1104 17.4363
C: 24.0418 -15.8608 23.1774
S: 22.3457 -16.5085 22.7827
O: 21.6789 -15.3687 22.0452
C: 22.7557 -17.8174 21.6061
H: 24.7503 -16.6112 23.5286
H: 23.7848 -15.2430 24.0411
H: 24.5286 -15.1902 22.4720
H: 23.5703 -18.4655 21.9263
H: 22.9202 -17.4532 20.5931
H: 21.8591 -18.4406 21.5971
C: 16.7519 -24.5842 20.3931
S: 15.8716 -23.3990 21.4219
O: 16.7695 -22.1919 21.3529
C: 14.5081 -23.0296 20.2271
H: 17.0902 -24.1658 19.4398
H: 16.1630 -25.4401 20.0604
H: 17.6841 -24.8357 20.8958
H: 14.6920 -22.2575 19.4891
H: 13.5652 -22.9585 20.7689
H: 14.3713 -23.9954 19.7296
C: 15.7274 -20.2869 22.1244
S: 16.2871 -18.8932 21.0772
O: 17.7678 -19.1045 20.8224
C: 15.5923 -19.4529 19.5014
H: 16.0982 -19.9484 23.0942
H: 16.2922 -21.1888 21.8925
H: 14.6429 -20.3283 22.0748
H: 14.5056 -19.3514 19.5331
H: 15.8482 -20.4943 19.3157
H: 16.0216 -18.7831 18.7603
C: 24.5891 -20.8064 21.3758
S: 24.6239 -22.3259 20.3566
O: 25.9882 -22.8792 20.1324
C: 23.8268 -23.4387 21.5453
H: 25.1721 -20.8186 22.2974
H: 23.5706 -20.5899 21.7190
H: 24.7817 -19.9373 20.7456
H: 23.6158 -24.4042 21.0774
H: 22.8074 -23.0539 21.6232
H: 24.5092 -23.5778 22.3788
C: 19.0757 -21.1293 22.9439
S: 20.7487 -20.9902 23.5328
O: 21.5538 -20.9421 22.2567
C: 20.6736 -19.3024 24.1751
H: 18.2833 -20.9487 23.6690
H: 18.9567 -22.1167 22.5064
H: 18.9333 -20.3878 22.1534
H: 20.3268 -19.3712 25.2104
H: 20.0021 -18.6676 23.5965
H: 21.6212 -18.7830 24.3046
C: 21.7626 -22.4686 14.6229
S: 23.5499 -22.2543 14.9066
O: 24.0768 -21.2767 13.9012
C: 24.0123 -23.8178 14.1379
H: 21.6381 -22.7653 13.5802
H: 21.2682 -21.5152 14.7976
H: 21.3505 -23.2483 15.2611
H: 23.3960 -24.6148 14.5594
H: 25.0810 -23.9877 14.2513
H: 23.8119 -23.7444 13.0688

Properties
Relative energy (zero: lowest compared OMol25 entry of this formula, charge and spin)   2.6396 eV
LUMO   -0.26 eV

---

Entry from OMol25: a cluster of 10 separate species, C31H89N13O10 in total (wB97M-V/def2-TZVPD).

CARTESIAN COORDINATES (ANGSTROEM)
C: 2.3664 -5.4851 -2.6393
O: 1.3011 -5.3307 -1.6963
C: 1.0481 -4.0498 -1.1344
C: 0.4072 -4.2231 0.2861
C: -0.9800 -4.8926 0.2382
N: 0.3222 -2.9368 0.9506
H: 3.3486 -5.4405 -2.1687
H: 2.4589 -4.7431 -3.4324
H: 2.2784 -6.4336 -3.1691
H: 1.9448 -3.4302 -1.1222
H: 0.3167 -3.4611 -1.6881
H: 1.1478 -4.8171 0.8218
H: -0.8733 -5.9275 0.5633
H: -1.6049 -4.8159 -0.6516
H: -1.5786 -4.4280 1.0218
H: 1.1953 -2.4303 0.9838
H: -0.2170 -2.3061 0.3748
C: 5.3351 -2.8964 -0.7296
O: 4.9401 -2.2623 0.5241
C: 4.0985 -3.0552 1.4182
C: 3.5293 -2.0941 2.4235
C: 2.7953 -2.8394 3.5757
N: 2.5556 -1.2089 1.8720
H: 5.8603 -3.8501 -0.6770
H: 6.1158 -2.2642 -1.1528
H: 4.5925 -2.9146 -1.5273
H: 3.2585 -3.4834 0.8712
H: 4.7077 -3.7794 1.9590
H: 4.2704 -1.4391 2.8816
H: 2.3194 -2.1588 4.2817
H: 3.4032 -3.5566 4.1272
H: 2.0429 -3.4568 3.0851
H: 3.0324 -0.5763 1.2454
H: 2.3088 -0.5642 2.6092
C: -4.0896 -2.8674 -6.2614
O: -3.1984 -2.4017 -5.2904
C: -3.9113 -2.1286 -4.0527
C: -2.9061 -1.5139 -3.0139
C: -2.1147 -2.6100 -2.2131
N: -3.6277 -0.6854 -2.0966
H: -4.4011 -2.0489 -6.9104
H: -5.0007 -3.3461 -5.9024
H: -3.6150 -3.6546 -6.8471
H: -4.7028 -1.3882 -4.1689
H: -4.4143 -3.0031 -3.6401
H: -2.1933 -0.8505 -3.5037
H: -2.7521 -3.3664 -1.7552
H: -1.5551 -2.1210 -1.4156
H: -1.5675 -3.0664 -3.0379
H: -4.0708 0.1255 -2.5042
H: -2.8238 -0.2823 -1.6369
C: 2.1572 -1.9647 -3.9966
O: 1.2584 -1.1376 -3.3821
C: 0.5515 -0.2376 -4.1840
C: 1.2964 1.0510 -4.7194
C: 1.8170 1.8869 -3.5465
N: 0.4910 1.8349 -5.7112
H: 2.7444 -2.4711 -3.2305
H: 2.8680 -1.4761 -4.6631
H: 1.5586 -2.7373 -4.4791
H: 0.2184 -0.8271 -5.0382
H: -0.3569 0.1625 -3.7337
H: 2.1110 0.7369 -5.3719
H: 0.9684 2.0427 -2.8803
H: 2.2328 2.8579 -3.8155
H: 2.5449 1.3488 -2.9394
H: 0.2865 1.2122 -6.4796
H: 1.1321 2.5387 -6.0486
C: -3.5681 -0.1061 1.8530
O: -3.1269 1.2312 1.8174
C: -3.8764 2.0246 0.8600
C: -3.4922 3.5635 0.9141
C: -4.0400 4.3332 -0.2131
N: -2.0772 3.6477 0.7546
H: -4.6158 -0.1824 2.1437
H: -2.9612 -0.6410 2.5836
H: -3.5022 -0.5339 0.8526
H: -3.6560 1.7335 -0.1670
H: -4.9529 2.0133 1.0306
H: -3.7574 4.0762 1.8387
H: -5.1278 4.2656 -0.2205
H: -3.7616 4.0695 -1.2334
H: -3.8225 5.4004 -0.1690
H: -1.8484 2.9323 0.0793
H: -1.5771 3.4232 1.6029
C: -3.8087 3.2619 5.4855
O: -2.4113 3.3829 5.6380
C: -1.7328 2.9562 4.4292
C: -0.2139 3.1675 4.6926
C: 0.2160 4.6539 4.3056
N: 0.6719 2.2419 4.0380
H: -4.0596 3.7082 4.5232
H: -4.3752 3.7847 6.2560
H: -4.0964 2.2139 5.5700
H: -2.0043 1.9038 4.3472
H: -2.1859 3.5168 3.6116
H: -0.1427 3.2275 5.7786
H: 1.2111 4.8895 4.6829
H: -0.5104 5.3592 4.7092
H: 0.3309 4.8176 3.2341
H: 1.6045 2.3752 4.4021
H: 0.5092 1.2530 4.1634
C: 1.7108 4.1115 0.6504
O: 3.0302 3.8673 0.1440
C: 4.0993 3.4471 1.0620
C: 3.8804 2.0142 1.7002
C: 5.1745 1.5945 2.4470
N: 3.5033 1.0603 0.6513
H: 1.2946 3.3146 1.2668
H: 1.0875 4.1821 -0.2410
H: 1.8066 4.9617 1.3257
H: 5.0196 3.4360 0.4779
H: 4.1311 4.2253 1.8245
H: 3.0586 2.1972 2.3925
H: 4.9901 0.7378 3.0951
H: 5.4165 2.4570 3.0680
H: 6.0235 1.3833 1.7969
H: 4.3765 0.8941 0.1718
H: 2.8249 1.4567 0.0168
N: -1.1107 -1.4487 5.4835
C: -0.3750 -1.2981 4.4306
N: -0.3417 -2.3557 3.6810
O: 0.3206 -0.3282 4.3016
H: -1.1503 -0.7264 6.1883
H: -1.8060 -2.1622 5.3176
H: 0.1068 -2.4148 2.7780
H: -1.0132 -3.0718 3.9182
N: -1.7800 2.1062 -3.2948
C: -3.0461 2.1092 -3.6433
N: -3.1388 1.8739 -4.8596
O: -3.9241 2.2038 -2.8542
H: -0.9890 2.1896 -3.9173
H: -1.6614 2.1576 -2.2931
H: -4.0254 1.5991 -5.2576
H: -2.2529 1.7766 -5.3348
N: 0.8636 -0.0840 -0.1213
C: -0.2623 0.5100 0.0504
N: -0.5356 0.5662 1.3105
O: -0.9461 0.9139 -0.8426
H: 1.4850 -0.4153 0.6027
H: 1.0913 -0.2409 -1.0927
H: 0.2128 0.1795 1.8676
H: -1.3717 0.9946 1.6812

Properties
Relative energy (zero: lowest compared OMol25 entry of this formula, charge and spin)   3.7331 eV
LUMO   0.48 eV

---

Which of these has the highest relative energy (zero: lowest compared OMol25 entry of this formula, charge and spin)?
C31H89N13O10

---

What is the LUMO in the second record?
0.48 eV

---

Which of these has the highest LUMO?
C31H89N13O10